(1)
Entry from the Open Molecules 2025 dataset: a structure of composition C40H49Cl2CrFN6O5P2S (ωB97M-V with the def2-TZVPD basis set).

Last column: Mulliken spin population.
CARTESIAN COORDINATES (ANGSTROEM)
1 Cr -0.19529 0.56912 0.58117  3.251
2 C 2.11533 0.40647 3.47168  -0.003
3 P 1.60518 1.49420 2.10383  -0.056
4 C 3.16310 1.46055 1.13322  -0.016
5 N 4.22462 1.99469 1.66486  0.000
6 C 5.36824 1.99196 0.93715  0.000
7 C 6.53569 2.58814 1.46368  0.000
8 C 7.67314 2.61515 0.71136  0.000
9 C 7.69828 2.05138 -0.58585  0.000
10 C 6.58713 1.45987 -1.11304  0.000
11 C 5.39719 1.41614 -0.35303  0.000
12 N 4.29925 0.79100 -0.84984  -0.002
13 C 3.22011 0.79155 -0.11790  -0.011
14 P 1.77575 -0.11391 -0.77785  -0.042
15 C 1.78285 0.31632 -2.54255  -0.006
16 C 2.21839 -1.92105 -0.73859  -0.023
17 C 1.11925 -2.68398 -1.48489  0.002
18 C 2.27298 -2.37930 0.71533  0.013
19 C 3.56137 -2.22499 -1.40933  -0.003
20 C 1.36222 3.15873 2.94560  -0.018
21 C 2.65055 3.74021 3.53949  -0.001
22 C 0.37804 2.89753 4.09493  -0.005
23 C 0.75226 4.19243 2.00603  0.017
24 H 3.03246 0.80996 3.90293  -0.003
25 H 2.30488 -0.59276 3.07761  0.002
26 H 1.33690 0.32138 4.22488  -0.001
27 H 6.49040 3.01739 2.45394  0.000
28 H 8.57015 3.07262 1.10356  0.000
29 H 8.61335 2.09097 -1.15865  0.000
30 H 6.58300 1.01642 -2.09814  0.000
31 H 2.60714 -0.21910 -3.01214  -0.005
32 H 1.95330 1.38363 -2.65168  0.001
33 H 0.84283 0.05594 -3.02500  0.002
34 H 0.15973 -2.63692 -0.96807  0.005
35 H 1.41339 -3.73264 -1.54944  0.000
36 H 0.98758 -2.31905 -2.50373  -0.001
37 H 1.35894 -2.14776 1.26349  0.015
38 H 3.11677 -1.92941 1.24197  -0.002
39 H 2.40574 -3.46156 0.74825  0.002
40 H 3.50166 -2.13816 -2.49256  0.000
41 H 3.82196 -3.25874 -1.18113  0.000
42 H 4.36762 -1.58839 -1.06055  0.000
43 H 3.18311 3.03381 4.17097  0.000
44 H 2.36946 4.59476 4.15795  -0.001
45 H 3.33164 4.08773 2.76908  0.000
46 H 0.84462 2.35820 4.91767  0.000
47 H -0.51044 2.34692 3.78114  0.004
48 H 0.04734 3.86246 4.48270  0.000
49 H 1.40137 4.40211 1.15890  -0.001
50 H 0.61248 5.11615 2.56982  0.001
51 H -0.22606 3.87644 1.63480  0.003
52 Cl -2.12747 1.72787 1.50929  -0.009
53 C -2.47383 0.98142 3.06167  0.020
54 C -3.41813 1.59063 3.86319  -0.003
55 C -3.66637 1.04103 5.11115  0.004
56 C -2.96384 -0.08053 5.52156  -0.002
57 C -2.02151 -0.66183 4.68896  0.002
58 Cl -1.16797 -2.05416 5.25209  0.000
59 C -1.74545 -0.15261 3.41274  0.007
60 S -0.58734 -0.95132 2.37006  -0.063
61 H -3.94221 2.47011 3.52006  0.001
62 H -4.40022 1.48899 5.76316  0.000
63 H -3.14086 -0.51760 6.49239  0.000
64 F -4.80378 3.74487 -2.03361  0.000
65 C -3.63534 3.44778 -2.60105  0.000
66 C -2.48109 3.92432 -2.11542  0.000
67 N -1.27011 3.62821 -2.69793  0.000
68 C -0.02509 3.95800 -2.03593  -0.002
69 C 0.42553 2.87436 -1.05746  0.027
70 O 1.56810 2.88235 -0.62180  -0.001
71 O -0.47078 2.00252 -0.76468  -0.093
72 C -1.17846 2.76930 -3.77573  -0.001
73 O -0.11942 2.39322 -4.22881  0.000
74 N -2.38848 2.34634 -4.28350  0.000
75 C -3.66599 2.56894 -3.77178  0.000
76 O -4.64110 2.05543 -4.25818  0.000
77 H -2.45524 4.56336 -1.24458  -0.001
78 H -0.12599 4.90343 -1.49987  0.000
79 H 0.75612 4.07871 -2.78588  0.000
80 H -2.33218 1.76100 -5.10789  0.000
81 C -3.31025 -5.41713 -3.70463  0.000
82 C -2.53953 -5.07086 -2.43853  0.001
83 N -3.39133 -4.91655 -1.26946  0.000
84 C -4.01416 -6.11963 -0.71508  0.000
85 C -5.51638 -6.15446 -0.94048  0.000
86 C -3.54495 -3.77366 -0.56822  0.000
87 O -4.12499 -3.71634 0.50227  0.000
88 C -2.98376 -2.49444 -1.14154  -0.004
89 C -3.41431 -1.94323 -2.33904  0.002
90 C -2.92368 -0.69886 -2.70313  -0.004
91 C -2.02125 -0.06129 -1.87236  0.004
92 N -1.60843 -0.57746 -0.70602  -0.078
93 C -2.10069 -1.76931 -0.35530  0.051
94 H -2.62740 -5.52424 -4.54601  0.000
95 H -4.03674 -4.64290 -3.94818  0.000
96 H -3.84904 -6.35644 -3.59261  0.000
97 H -1.96532 -4.15426 -2.57898  0.000
98 H -1.81315 -5.86168 -2.21936  0.000
99 H -3.79302 -6.15715 0.35375  0.000
100 H -3.53140 -6.97646 -1.18820  0.000
101 H -5.99674 -5.32412 -0.42749  0.000
102 H -5.92881 -7.08177 -0.54812  0.000
103 H -5.75662 -6.09804 -2.00115  0.000
104 H -4.12723 -2.46432 -2.96248  0.001
105 H -3.24829 -0.21437 -3.61174  0.000
106 H -1.62016 0.90780 -2.12384  0.038
107 H -1.80086 -2.15757 0.60964  -0.012

Its spin multiplicity is 4. The energy above the lowest of the compared OMol25 structures with the same formula, charge and spin comes out at 0.0 kcal/mol. The total energy comes out at -5404.006166 hartree. The gap between HOMO and LUMO (spin up / spin down) comes out at 7.2 / 7.5 eV. As for the charge: +1.


(2)
Entry from the Open Molecules 2025 dataset: a structure of composition C40H49IN6O2SSbSr in a non-equilibrium geometry (ωB97M-V with the def2-TZVPD basis set).

Last column: Löwdin charge in e.
CARTESIAN COORDINATES (ANGSTROEM)
1 Sr 0.30124 -0.53593 -0.27922  1.236
2 O 1.24837 -0.07343 -2.12660  -0.468
3 C 2.44077 0.31355 -2.37414  -0.411
4 C 2.67738 1.32556 -3.34121  -0.026
5 C 3.93697 1.66957 -3.74233  -0.085
6 C 5.05810 1.02235 -3.21223  -0.121
7 C 4.87517 0.06691 -2.24753  -0.066
8 C 3.59885 -0.28087 -1.78050  -0.151
9 C 3.51425 -1.22260 -0.71748  -0.144
10 N 2.46785 -1.47231 -0.03483  -0.120
11 C 2.51230 -2.45991 0.99199  -0.255
12 C 1.38862 -3.46412 0.75578  -0.231
13 N 0.12113 -2.80566 0.72799  -0.061
14 C -0.91523 -3.46809 1.06162  -0.119
15 C -2.25759 -2.99434 1.03417  -0.164
16 C -3.28303 -3.88358 1.38603  -0.069
17 C -4.60494 -3.51825 1.36611  -0.123
18 C -4.93405 -2.20674 1.00810  -0.097
19 C -3.95894 -1.30728 0.67677  -0.027
20 C -2.57574 -1.65285 0.63756  -0.399
21 O -1.70363 -0.81282 0.27315  -0.362
22 H 1.80188 1.82454 -3.72340  0.089
23 H 4.06718 2.43340 -4.49667  0.099
24 H 6.05327 1.28508 -3.54455  0.086
25 H 5.73146 -0.43313 -1.80994  0.102
26 H 4.46204 -1.73660 -0.48113  0.128
27 H 2.34444 -1.97100 1.95850  0.085
28 H 3.47874 -2.99604 1.02349  0.118
29 H 1.43539 -4.25628 1.52101  0.117
30 H 1.55510 -3.92796 -0.22367  0.113
31 H -0.80365 -4.51202 1.40370  0.128
32 H -3.00714 -4.89311 1.66694  0.102
33 H -5.37968 -4.22737 1.62452  0.087
34 H -5.97381 -1.90396 0.99247  0.099
35 H -4.21372 -0.29190 0.40778  0.095
36 I 3.91235 0.89860 2.55985  0.874
37 C 1.97844 1.05072 3.38833  -0.789
38 C 1.77796 1.88255 4.47884  -0.137
39 C 0.50994 1.90322 5.03286  -0.070
40 C -0.48262 1.11849 4.46273  -0.052
41 C -0.16622 0.34298 3.35739  -0.127
42 N 1.05516 0.29718 2.84550  -0.001
43 H 2.57810 2.47973 4.88674  0.088
44 H 0.30854 2.51566 5.90094  0.105
45 H -1.48179 1.10210 4.86935  0.102
46 H -0.90253 -0.27184 2.85932  0.107
47 N -7.60360 3.32731 -1.17816  0.152
48 C -6.50421 3.06843 -0.97593  -0.195
49 C -5.15430 2.75215 -0.69951  -0.237
50 C -4.52991 3.28220 0.43161  -0.009
51 C -3.22573 2.89041 0.68996  -0.119
52 N -2.54371 2.07036 -0.08596  0.089
53 C -3.12110 1.59895 -1.17461  -0.145
54 C -4.42836 1.89826 -1.53037  0.002
55 H -5.06120 3.95929 1.08486  0.111
56 H -2.70579 3.24849 1.56899  0.110
57 H -2.51163 0.93655 -1.77612  0.079
58 H -4.88368 1.46684 -2.40782  0.112
59 S 0.77715 2.24139 0.27500  0.465
60 C 0.17064 2.60316 -1.19967  -0.985
61 N -0.25531 2.95214 -2.21810  0.054
62 C 1.28365 -3.36242 -3.15324  -0.137
63 C 0.69327 -2.68379 -4.37975  -0.665
64 C 1.77672 -1.82936 -5.01708  -0.105
65 C 0.22350 -3.72958 -5.38041  -0.120
66 Sb -0.97657 -1.34311 -3.58538  1.671
67 C -1.41252 -0.01787 -5.40213  -0.674
68 C -2.83373 0.50971 -5.26843  -0.133
69 C -1.23862 -0.66106 -6.77104  -0.117
70 C -0.45456 1.15524 -5.26257  -0.144
71 C -2.81110 -2.74528 -3.64422  -0.683
72 C -2.47216 -3.94584 -2.77285  -0.130
73 C -3.29297 -3.20878 -5.00981  -0.119
74 C -3.92456 -1.97202 -2.94659  -0.136
75 H 2.11295 -4.01673 -3.43856  0.088
76 H 0.53573 -3.96257 -2.63498  0.063
77 H 1.66954 -2.61201 -2.46800  0.047
78 H 2.64941 -2.44415 -5.25609  0.089
79 H 2.09714 -1.04194 -4.34315  0.053
80 H 1.43188 -1.37161 -5.93926  0.056
81 H 1.07980 -4.27143 -5.79312  0.081
82 H -0.30871 -3.26761 -6.20783  0.057
83 H -0.42686 -4.46196 -4.90805  0.054
84 H -3.57023 -0.25754 -5.49656  0.055
85 H -2.99106 1.33776 -5.96280  0.085
86 H -3.00997 0.88394 -4.26159  0.055
87 H -1.87138 -1.53753 -6.89340  0.057
88 H -0.20567 -0.95346 -6.94078  0.052
89 H -1.50577 0.05755 -7.55275  0.082
90 H -0.60641 1.66766 -4.31229  0.040
91 H -0.61520 1.87680 -6.06754  0.085
92 H 0.57796 0.81936 -5.31113  0.055
93 H -1.72942 -4.58389 -3.24670  0.054
94 H -3.36357 -4.55110 -2.59048  0.083
95 H -2.09553 -3.61618 -1.80396  0.060
96 H -2.53014 -3.77918 -5.53140  0.055
97 H -3.56990 -2.36360 -5.63355  0.050
98 H -4.17922 -3.84202 -4.90548  0.080
99 H -3.59029 -1.61779 -1.97157  0.048
100 H -4.79410 -2.61636 -2.78818  0.086
101 H -4.24649 -1.11604 -3.53422  0.053

The energy above the lowest of the compared OMol25 structures with the same formula, charge and spin comes out at 50.1 kcal/mol. The total energy comes out at -2999.615647 hartree. The gap between HOMO and LUMO comes out at 6.9 eV. As for the charge: -1.